## i
{"formula": "C3H6NO2", "method": "ωB97M-V/def2-TZVPD", "species": ["C", "C", "C", "O", "N", "O", "H", "H", "H", "H", "H", "H"], "positions_angstrom": [[-1.58, 0.74, 0.11], [-0.33, 0.29, -0.61], [0.45, -0.93, -0.45], [0.57, -2.37, -0.59], [1.03, 0.02, 0.14], [1.83, 0.43, 1.12], [-1.47, 0.61, 1.27], [-2.26, 0.11, -0.30], [-1.82, 1.86, -0.15], [0.07, 0.80, -1.51], [1.33, -2.86, -0.30], [2.17, 1.30, 1.27]], "lowdin_charge": [-0.005, -0.059, -0.072, 0.153, 0.044, 0.165, 0.146, 0.048, 0.144, 0.166, 0.119, 0.152], "spin_multiplicity": 1, "total_charge": 1, "gap_ev": 11.38, "smiles": "C[C@@H]1C(O)=[N+]1O", "e_homo_ev": -15.826}

## ii
{"formula": "C3H6NO2", "method": "ωB97M-V/def2-TZVPD", "species": ["N", "C", "C", "O", "C", "O", "H", "H", "H", "H", "H", "H"], "positions_angstrom": [[-1.42, -0.05, -0.72], [-0.77, 0.09, 0.65], [0.76, -0.04, 0.32], [1.52, -1.22, 0.07], [2.17, 0.02, 0.33], [1.39, 0.65, -0.73], [-2.38, 0.27, -0.78], [-1.36, -1.07, -1.00], [-0.88, 0.61, -1.43], [-0.79, 1.18, 1.02], [-1.09, -0.85, 1.28], [2.86, 0.42, 1.00]], "lowdin_charge": [0.172, -0.007, -0.405, 0.088, -0.038, 0.061, 0.165, 0.210, 0.225, 0.176, 0.192, 0.161], "spin_multiplicity": 1, "total_charge": 1, "gap_ev": 9.78, "smiles": "[NH3+]C[C@]12O[C@H]1O2", "e_homo_ev": -13.954}

Result of the stability comparison: ii is the most stable of them.

## i
{"formula": "C3H6NO2", "method": "ωB97M-V/def2-TZVPD", "species": ["C", "C", "C", "N", "O", "O", "H", "H", "H", "H", "H", "H"], "positions_angstrom": [[-0.80, 0.66, -2.41], [-0.63, -0.23, -1.35], [0.66, -0.82, 2.51], [-0.02, -0.09, -0.12], [0.24, 1.10, 0.41], [0.19, -1.57, 1.61], [-1.19, 0.34, -3.32], [-0.68, 1.78, -2.41], [-0.78, -1.30, -1.60], [1.73, -0.74, 2.71], [0.07, -0.26, 3.23], [1.21, 1.13, 0.73]], "lowdin_charge": [0.262, -0.055, -0.069, 0.090, 0.090, -0.047, 0.073, 0.129, 0.148, 0.090, 0.091, 0.200], "spin_multiplicity": 1, "total_charge": 1, "gap_ev": [6.22, 6.12], "e_homo_ev": [-14.284, -14.232]}

## ii
{"formula": "C3H6NO2", "method": "ωB97M-V/def2-TZVPD", "species": ["C", "C", "C", "N", "O", "O", "H", "H", "H", "H", "H", "H"], "positions_angstrom": [[0.08, 0.59, -1.75], [-0.56, -1.90, 0.84], [0.29, 1.78, 0.30], [0.10, -1.12, 0.15], [-0.12, -0.32, -2.39], [0.28, 1.58, -1.13], [-1.36, -1.38, 1.51], [-0.36, -3.03, 1.02], [0.48, 0.74, 0.76], [-0.79, 2.20, 0.52], [1.08, 2.36, 0.51], [0.89, -1.51, -0.32]], "lowdin_charge": [-0.215, -0.059, 0.082, -0.021, 0.366, 0.186, 0.114, 0.121, 0.107, 0.177, 0.065, 0.077], "spin_multiplicity": 1, "total_charge": 1, "gap_ev": 10.74, "e_homo_ev": -14.821}

Result of the stability comparison: ii is the most stable of them.

## i
{"formula": "C3H6NO2", "method": "ωB97M-V/def2-TZVPD", "species": ["N", "C", "C", "C", "O", "O", "H", "H", "H", "H", "H", "H"], "positions_angstrom": [[0.50, -0.58, -1.35], [0.18, 0.10, -0.12], [-1.17, 0.51, 0.44], [-0.06, -0.10, 1.28], [0.88, 0.83, 1.71], [1.38, 1.14, 0.42], [1.60, -0.45, -1.25], [0.08, -0.13, -2.23], [0.30, -1.61, -1.45], [-1.90, -0.31, 0.10], [-1.58, 1.44, 0.52], [-0.21, -0.85, 1.93]], "lowdin_charge": [0.259, -0.270, 0.085, -0.192, 0.009, 0.025, 0.249, 0.223, 0.208, 0.172, 0.096, 0.135], "spin_multiplicity": 1, "total_charge": 1, "gap_ev": 9.78, "smiles": "[NH3+][C@@]12C[C@@H]1OO2", "e_homo_ev": -14.196}

## ii
{"formula": "C3H6NO2", "method": "ωB97M-V/def2-TZVPD", "species": ["C", "C", "O", "C", "N", "O", "H", "H", "H", "H", "H", "H"], "positions_angstrom": [[1.45, -0.71, -0.41], [0.57, 0.23, 0.42], [0.55, 1.45, -0.22], [-0.74, -0.33, 0.44], [-1.88, -0.30, 0.22], [-3.05, -0.49, -0.20], [2.33, -0.96, 0.10], [1.63, -0.11, -1.26], [0.86, -1.61, -0.69], [0.85, 0.31, 1.60], [1.10, 2.20, -0.01], [-3.66, 0.32, 0.00]], "lowdin_charge": [0.025, -0.395, 0.023, 0.176, 0.117, 0.183, 0.082, 0.087, 0.107, 0.224, 0.127, 0.245], "spin_multiplicity": 1, "total_charge": 1, "gap_ev": 10.73, "smiles": "C[C@@H](O)C#[N+]O", "e_homo_ev": -15.627}

Result of the stability comparison: ii is the most stable of them.

## i
{"formula": "C3H9NS", "method": "ωB97M-V/def2-TZVPD", "species": ["C", "N", "H", "H", "H", "C", "C", "S", "H", "H", "H", "H", "H", "H"], "positions_angstrom": [[0.68, -2.11, 1.26], [1.60, -1.46, 1.85], [-0.20, -1.53, 0.98], [0.76, -3.17, 1.03], [2.38, -2.08, 2.07], [0.46, 1.19, -1.14], [-0.86, 1.37, -0.41], [-1.98, -0.02, -0.82], [0.33, 1.32, -2.21], [0.86, 0.20, -0.96], [1.18, 1.93, -0.80], [-0.71, 1.41, 0.66], [-1.36, 2.28, -0.72], [-3.13, 0.67, -0.79]], "lowdin_charge": [-0.141, 0.013, 0.018, 0.065, 0.032, -0.187, -0.612, 0.667, 0.066, 0.051, 0.072, 0.057, 0.060, -0.161], "spin_multiplicity": 1, "total_charge": 0, "gap_ev": 9.95, "smiles": "C=N.CCS", "e_homo_ev": -9.068}

## ii
{"formula": "C3H9NS", "method": "ωB97M-V/def2-TZVPD", "species": ["C", "N", "H", "H", "H", "C", "S", "C", "H", "H", "H", "H", "H", "H"], "positions_angstrom": [[1.77, 3.71, -2.24], [0.64, 3.18, -2.46], [1.82, 4.74, -1.89], [2.72, 3.20, -2.40], [0.73, 2.21, -2.74], [0.04, -0.83, 1.11], [0.04, -2.63, 1.25], [-1.71, -2.97, 1.47], [-0.44, -0.44, 2.01], [-0.51, -0.43, 0.25], [1.07, -0.51, 1.16], [-1.75, -4.04, 1.69], [-2.14, -2.37, 2.22], [-2.28, -2.84, 0.57]], "lowdin_charge": [-0.155, 0.011, 0.053, 0.061, 0.031, -0.441, 0.724, -0.439, 0.031, 0.034, 0.020, 0.029, 0.017, 0.024], "spin_multiplicity": 1, "total_charge": 0, "gap_ev": 9.35, "smiles": "C=N.CSC", "e_homo_ev": -8.493}

Result of the stability comparison: i is the most stable of them.

## i
{"formula": "C3H9NS", "method": "ωB97M-V/def2-TZVPD", "species": ["C", "C", "C", "N", "S", "H", "H", "H", "H", "H", "H", "H", "H", "H"], "positions_angstrom": [[0.02, -1.06, -1.14], [-0.06, 1.79, 0.35], [-0.99, -0.94, 0.01], [1.48, -0.02, 1.37], [-0.01, 0.37, 1.45], [0.85, -0.64, -0.72], [0.24, -2.12, -1.41], [0.01, -0.41, -2.10], [0.43, 2.57, 0.89], [-1.11, 2.01, 0.04], [0.61, 1.54, -0.59], [-1.11, -1.86, 0.43], [-1.89, -0.30, -0.38], [1.52, -0.93, 1.81]], "lowdin_charge": [-0.207, -0.321, -0.257, -0.429, 0.818, -0.031, 0.079, 0.101, 0.025, 0.053, 0.092, 0.014, 0.092, -0.029], "spin_multiplicity": 1, "total_charge": 0, "gap_ev": 8.82, "e_homo_ev": -7.941}

## ii
{"formula": "C3H9NS", "method": "ωB97M-V/def2-TZVPD", "species": ["C", "C", "N", "C", "S", "H", "H", "H", "H", "H", "H", "H", "H", "H"], "positions_angstrom": [[0.99, 0.74, 1.09], [0.31, 0.16, -0.16], [1.03, -1.06, -0.55], [-1.13, -0.17, 0.17], [-2.09, -0.79, -1.23], [0.62, 1.74, 1.33], [2.07, 0.76, 0.97], [0.75, 0.13, 1.96], [0.34, 0.93, -0.94], [1.82, -0.81, -1.15], [0.42, -1.62, -1.13], [-1.18, -1.02, 0.85], [-1.64, 0.67, 0.63], [-2.30, 0.36, -1.85]], "lowdin_charge": [-0.080, -0.548, 0.019, -0.556, 0.717, 0.075, 0.073, 0.075, 0.125, 0.076, 0.031, 0.075, 0.075, -0.156], "spin_multiplicity": 1, "total_charge": 0, "gap_ev": 10.12, "smiles": "C[C@@H](N)CS", "e_homo_ev": -9.185}

Result of the stability comparison: ii is the most stable of them.

## i
{"formula": "C3H9NS", "method": "ωB97M-V/def2-TZVPD", "species": ["C", "N", "C", "C", "S", "H", "H", "H", "H", "H", "H", "H", "H", "H"], "positions_angstrom": [[1.65, -0.47, -1.09], [0.67, 0.41, -1.70], [-0.55, 0.64, -0.94], [-0.41, 0.80, 0.59], [-0.68, -0.76, 1.42], [2.42, -0.69, -1.83], [1.18, -1.39, -0.74], [2.16, -0.03, -0.22], [1.09, 1.30, -1.90], [-0.92, 1.60, -1.27], [-1.34, -0.07, -1.24], [0.53, 1.31, 0.76], [-1.17, 1.51, 0.89], [0.15, -0.66, 2.47]], "lowdin_charge": [-0.157, -0.136, -0.319, -0.584, 0.711, 0.073, 0.061, 0.069, 0.095, 0.100, 0.104, 0.077, 0.054, -0.148], "spin_multiplicity": 1, "total_charge": 0, "gap_ev": 9.52, "smiles": "CNCCS", "e_homo_ev": -8.636}

## ii
{"formula": "C3H9NS", "method": "ωB97M-V/def2-TZVPD", "species": ["C", "N", "C", "C", "S", "H", "H", "H", "H", "H", "H", "H", "H", "H"], "positions_angstrom": [[-2.55, -0.02, 0.79], [-1.32, -0.30, -0.02], [-0.10, -0.81, 0.70], [1.12, -0.82, -0.28], [1.56, 0.91, -0.69], [-3.11, -0.92, 1.11], [-3.26, 0.48, 0.09], [-2.15, 0.49, 1.65], [-1.04, 0.47, -0.60], [0.08, -0.17, 1.54], [-0.42, -1.81, 1.00], [1.94, -1.21, 0.28], [0.86, -1.44, -1.14], [0.50, 1.47, -0.09]], "lowdin_charge": [-0.114, -0.173, -0.300, -0.513, 0.692, 0.070, 0.091, 0.057, 0.035, 0.087, 0.112, 0.044, 0.073, -0.160], "spin_multiplicity": 1, "total_charge": 0, "gap_ev": 9.61, "smiles": "CNCCS", "e_homo_ev": -8.665}

Result of the stability comparison: i is the most stable of them.